1.
{"formula": "C4H9NO", "method": "the ωB97M-V functional and the def2-TZVPD basis", "charge": 0, "lumo_energy_ev": 0.97, "e_above_lowest_kj_mol": 251.9, "symbols": ["C", "C", "N", "C", "C", "O", "H", "H", "H", "H", "H", "H", "H", "H", "H"], "xyz": [[-1.9775, -2.0236, -0.7326], [-1.0801, -1.0418, 0.1175], [0.1056, -0.5495, -0.5667], [0.2837, 0.8812, -0.4194], [1.5496, 1.3371, 0.2891], [1.5836, 1.8436, 1.3708], [-2.9729, -1.7349, -1.0910], [-2.2114, -2.8384, -0.0566], [-1.4718, -2.3310, -1.6539], [-0.9669, -1.4999, 1.1060], [-1.8613, -0.3259, 0.4157], [0.8410, -1.2232, -0.4491], [0.0674, 1.4681, -1.3375], [-0.5355, 1.3112, 0.1683], [2.4818, 1.1831, -0.2793]], "lowdin_charge": [-0.10, -0.28, -0.06, -0.20, -0.26, 0.07, 0.06, 0.05, 0.06, 0.10, 0.10, 0.11, 0.12, 0.11, 0.12]}

2.
{"formula": "C15H21F3O13S", "method": "the ωB97M-V functional and the def2-TZVPD basis", "charge": 0, "lumo_energy_ev": 0.17, "e_above_lowest_kj_mol": 71.5, "symbols": ["C", "C", "C", "C", "C", "O", "C", "O", "S", "O", "O", "H", "H", "H", "H", "H", "H", "H", "H", "H", "H", "H", "H", "O", "C", "O", "C", "C", "F", "O", "H", "H", "H", "O", "C", "O", "C", "C", "F", "O", "H", "H", "H", "O", "C", "O", "C", "C", "F", "O", "H", "H", "H"], "xyz": [[2.4783, -0.2230, 3.4280], [2.2103, 0.0454, 1.9005], [0.7031, 0.2691, 1.5589], [-0.1067, -1.0702, 1.6721], [-1.1574, -1.1476, 2.8259], [-0.5862, -1.7364, 4.0029], [-1.8082, 0.1950, 3.2222], [-0.8349, 1.1240, 3.7511], [0.0079, 1.6900, 2.4624], [1.0500, 2.6128, 2.9765], [-0.8646, 2.4171, 1.5015], [2.6791, -1.2995, 3.5538], [1.6321, 0.1112, 4.0452], [3.4119, 0.2960, 3.7086], [2.6609, -0.7661, 1.3056], [2.7557, 0.9763, 1.6442], [0.6791, 0.5573, 0.4943], [-0.6270, -1.2373, 0.7128], [0.5760, -1.9290, 1.8084], [-1.9817, -1.8181, 2.5133], [-0.5816, -2.6768, 3.8314], [-2.4988, -0.0288, 4.0571], [-2.4327, 0.6051, 2.4121], [-2.6764, -2.5740, -1.1139], [-1.7347, -2.7132, -1.8207], [-1.8019, -3.0726, -3.1252], [-0.4753, -2.9947, -3.6547], [0.3654, -3.1345, -2.4185], [1.5200, -2.4362, -2.5240], [-0.4466, -2.5355, -1.4206], [-0.3346, -2.0285, -4.1440], [-0.2939, -3.7866, -4.3788], [0.5864, -4.1665, -2.1362], [4.3495, -0.9202, -1.9145], [3.8433, 0.1480, -1.9652], [4.4632, 1.3050, -1.6222], [3.5751, 2.3744, -1.9485], [2.2403, 1.6875, -1.9404], [1.3878, 2.2444, -2.8390], [2.5600, 0.3721, -2.3670], [3.8299, 2.7730, -2.9328], [3.6394, 3.1764, -1.2151], [1.7617, 1.6489, -0.9603], [-5.4146, 3.1002, -2.4019], [-4.5017, 2.5388, -1.9008], [-3.2168, 2.6351, -2.3264], [-2.4056, 1.9262, -1.3860], [-3.3944, 0.9750, -0.7745], [-3.0935, 0.7126, 0.5265], [-4.6057, 1.7058, -0.8282], [-1.9963, 2.6245, -0.6544], [-1.5826, 1.4148, -1.8846], [-3.5119, 0.0332, -1.3169]], "lowdin_charge": [-0.08, -0.23, -0.31, -0.08, -0.33, -0.03, -0.16, -0.19, 0.75, -0.29, -0.31, 0.07, 0.06, 0.08, 0.12, 0.10, 0.10, 0.10, 0.13, 0.16, 0.09, 0.15, 0.11, 0.17, -0.55, 0.08, -0.05, -0.31, 0.08, 0.11, 0.15, 0.14, 0.18, 0.18, -0.55, 0.08, -0.05, -0.31, 0.08, 0.12, 0.15, 0.15, 0.15, 0.19, -0.55, 0.08, -0.06, -0.30, 0.05, 0.14, 0.13, 0.14, 0.16]}

3.
{"formula": "C5H6NO", "method": "the ωB97M-V functional and the def2-TZVPD basis", "charge": 1, "lumo_energy_ev": -5.62, "e_above_lowest_kj_mol": 434.7, "symbols": ["C", "N", "C", "C", "C", "C", "O", "H", "H", "H", "H", "H", "H"], "xyz": [[2.6026, 0.7735, -0.2740], [1.4900, 0.4352, 0.2201], [0.6670, -0.5881, -0.2892], [-0.8014, -0.4657, 0.0467], [-1.9690, -0.3443, 0.2886], [-3.4222, -0.0928, 0.3410], [-4.0730, 0.5273, -0.4486], [3.2448, 1.4836, 0.2742], [3.0435, 0.2192, -1.2764], [1.3426, 1.0772, 1.0737], [0.8269, -1.4857, 0.2978], [0.8834, -0.8176, -1.3145], [-3.8353, -0.7216, 1.0607]], "lowdin_charge": [0.16, 0.02, -0.14, 0.04, 0.08, -0.25, 0.13, 0.13, 0.20, 0.24, 0.15, 0.14, 0.10]}

4.
{"formula": "C3H3NO2S", "method": "the ωB97M-V functional and the def2-TZVPD basis", "charge": 0, "lumo_energy_ev": -1.85, "e_above_lowest_kj_mol": 496.8, "symbols": ["C", "C", "C", "H", "H", "H", "N", "O", "O", "S"], "xyz": [[-0.9644, -0.4690, 0.1123], [0.3660, 0.0987, -0.0274], [0.1919, 1.5091, 0.0123], [-1.9702, -2.3441, -0.2569], [-0.7292, -1.7755, -2.0289], [0.9886, 2.0108, 0.7715], [-1.2826, -1.5651, -0.6760], [-1.5317, -0.1248, 1.1659], [-0.6175, 2.0821, -0.6521], [1.8951, -0.5892, 0.0970]], "lowdin_charge": [-0.62, -0.67, -0.36, 0.15, 0.32, 0.16, 0.06, 0.08, 0.11, 0.77]}

5.
{"formula": "C19H22N2O10SSeSn", "method": "the ωB97M-V functional and the def2-TZVPD basis", "charge": 0, "lumo_energy_ev": 0.37, "e_above_lowest_kj_mol": 220.0, "symbols": ["Sn", "O", "C", "C", "N", "C", "C", "O", "O", "C", "C", "O", "O", "H", "H", "H", "H", "H", "H", "H", "H", "H", "Se", "C", "N", "O", "C", "O", "C", "C", "C", "C", "O", "C", "O", "C", "C", "H", "H", "H", "H", "H", "O", "S", "C", "C", "C", "C", "H", "H", "H", "H", "H", "H", "H", "H"], "xyz": [[-1.2118, -1.5662, -0.2190], [-3.5809, -1.4132, 2.2047], [-3.1510, -1.1118, 3.5193], [-1.7000, -1.4954, 3.7964], [-0.7422, -1.1123, 2.7560], [-0.5749, 0.3344, 2.6376], [-0.1529, 0.7976, 1.2341], [-0.1831, 1.9917, 0.9984], [0.2306, -0.1256, 0.4036], [0.5655, -1.7146, 2.9866], [0.5565, -3.1586, 2.5357], [-0.0214, -4.0560, 3.0654], [1.2178, -3.4980, 1.3666], [-3.5931, -0.6084, 1.6734], [-3.7697, -1.6947, 4.2043], [-3.3258, -0.0564, 3.7490], [-1.6370, -2.5755, 3.9202], [-1.4234, -1.0306, 4.7577], [0.1713, 0.7236, 3.3431], [-1.5162, 0.8326, 2.8655], [0.8439, -1.6904, 4.0482], [1.2959, -1.1556, 2.4179], [-0.2859, 0.6838, -4.6677], [-0.6501, -0.2685, -3.2395], [-0.9281, -0.8850, -2.2799], [0.9107, -2.5938, -0.9394], [1.8708, -2.1896, -0.3584], [2.1437, -2.5003, 0.9558], [2.9498, -1.3184, -0.8943], [3.0631, -0.0081, -0.4610], [4.0433, 0.8341, -0.9960], [4.8779, 0.2922, -1.9374], [5.9034, 0.8994, -2.5997], [6.4741, -0.0924, -3.4553], [5.7067, -1.2880, -3.3094], [4.7582, -1.0200, -2.3652], [3.7965, -1.8582, -1.8739], [2.3594, 0.3737, 0.2661], [4.1307, 1.8676, -0.6933], [7.5062, -0.2827, -3.1552], [6.4253, 0.2485, -4.4899], [3.6863, -2.8736, -2.2279], [-2.4787, 0.3456, -0.1743], [-2.0679, 1.4964, -1.1352], [-2.6488, 2.9929, -0.2975], [-3.4853, 3.7449, -1.3241], [-4.3443, 2.6788, -2.0056], [-3.3863, 1.5524, -2.3859], [-1.7815, 3.5224, 0.0888], [-3.2583, 2.6193, 0.5273], [-2.8363, 4.2274, -2.0585], [-4.0829, 4.5199, -0.8452], [-4.8592, 3.0661, -2.8837], [-5.1002, 2.3131, -1.3077], [-2.8858, 1.7270, -3.3395], [-3.8248, 0.5564, -2.4022]], "lowdin_charge": [1.34, -0.09, -0.24, -0.16, -0.18, -0.08, -0.63, 0.04, -0.24, -0.09, -0.41, 0.16, 0.07, 0.05, 0.12, 0.11, 0.12, 0.13, 0.14, 0.13, 0.15, 0.12, 0.55, -0.96, -0.10, 0.00, -0.42, 0.06, -0.13, 0.00, 0.04, -0.21, 0.04, -0.12, 0.04, -0.20, 0.09, 0.11, 0.13, 0.14, 0.14, 0.14, -0.68, 1.00, -0.30, -0.23, -0.22, -0.30, 0.08, 0.10, 0.12, 0.12, 0.12, 0.12, 0.06, 0.10]}

6.
{"formula": "C2H6NO", "method": "the ωB97M-V functional and the def2-TZVPD basis", "charge": 1, "lumo_energy_ev": -6.35, "e_above_lowest_kj_mol": 347.8, "symbols": ["C", "C", "N", "O", "H", "H", "H", "H", "H", "H"], "xyz": [[1.4670, 0.5281, 0.1967], [0.7899, -0.2665, -0.7070], [-1.6929, -0.2875, 0.1490], [1.6281, -0.8945, 0.0904], [2.3939, 1.1268, -0.0673], [1.2321, 0.9239, 1.1144], [0.1178, -0.4110, -1.5331], [-1.9559, -0.7374, 0.9780], [-2.1614, -0.6535, -0.6947], [-1.8186, 0.6715, 0.4735]], "lowdin_charge": [-0.03, 0.13, 0.09, 0.19, 0.17, 0.11, 0.15, 0.03, 0.08, 0.07]}

no.,orbital gap (eV),calculated total energy (eV)
1,9.9,-7829.709
2,11.0,-61499.706
3,8.2,-8808.445
4,7.8,-19575.627
5,8.3,-125525.829
6,9.3,-5697.881